[1]
The following is a DFT calculation (wB97M-V/def2-TZVPD) of a structure of composition C12H23Cl10MgO2 in a non-equilibrium geometry.

The geometry in XYZ format:
```
48
Properties=species:S:1:pos:R:3:forces:R:3:nbo_charge:R:1
Mg -15.210190 12.885012 2.162628 0.730 -1.426 0.533 1.8130
C -14.507307 9.005256 1.766238 0.850 2.681 0.305 -0.7103
C -14.624117 10.569016 2.048155 -0.575 -1.165 1.905 0.8207
O -14.995517 11.295060 1.106111 -0.831 0.993 -3.400 -0.8829
O -14.513850 11.207212 3.154883 0.185 -0.429 0.426 -0.8384
H -15.299742 8.428144 2.242787 -0.020 0.222 -0.082 0.2578
H -13.526419 8.709377 2.138283 -0.064 -0.273 0.035 0.2752
H -14.513090 9.015226 0.676304 -0.167 -0.650 0.161 0.2497
Cl -11.351797 7.969005 4.278369 -0.001 0.655 -0.071 -0.0836
C -12.129032 6.936558 5.519753 1.232 0.590 0.050 -0.3778
C -13.375575 6.354075 4.955304 -0.147 -0.437 0.848 -0.4115
Cl -12.850364 5.221823 3.732132 -0.195 -0.668 -0.934 -0.0295
H -12.225977 7.523452 6.433138 -0.280 -0.002 -0.149 0.2190
H -11.349978 6.188242 5.665335 -0.455 -0.212 0.349 0.2416
H -14.068671 7.094363 4.555674 0.100 -0.139 -0.067 0.2114
H -13.861051 5.755210 5.725861 -0.221 0.182 0.003 0.2367
Cl -15.613637 5.558683 1.625121 0.178 1.708 -0.124 -0.0599
C -15.469517 3.873169 1.916912 -1.338 -2.205 0.314 -0.4106
C -16.793793 3.192077 1.490894 0.387 0.626 -0.323 -0.3876
Cl -16.580281 1.436953 1.499132 0.054 -0.204 -0.063 -0.0429
H -15.356767 3.678928 2.983528 0.571 0.142 -0.181 0.2277
H -14.681082 3.447522 1.296203 0.146 0.167 0.359 0.2317
H -17.010075 3.553295 0.485492 -0.182 -0.402 -0.050 0.2197
H -17.653578 3.411766 2.123825 0.311 0.183 0.091 0.2239
Cl -18.182725 7.378842 -1.990057 0.483 0.128 0.827 -0.0723
C -17.396472 7.871829 -0.398225 -0.136 0.025 -1.345 -0.3759
C -18.329731 7.622630 0.770263 -0.577 -0.127 -0.791 -0.3832
Cl -18.902237 5.883530 0.785747 0.414 1.113 0.451 -0.0522
H -17.182406 8.920514 -0.604463 -0.304 0.203 0.582 0.2177
H -16.413234 7.403269 -0.355981 -0.366 -0.485 0.159 0.2258
H -19.246552 8.197866 0.641358 0.043 -0.073 -0.175 0.2278
H -17.898909 7.994251 1.699993 0.204 -0.749 0.210 0.2134
Cl -11.953292 13.453661 -1.471459 -0.060 0.193 -0.125 -0.0567
C -11.533169 12.421211 -0.076603 -0.290 0.563 -0.266 -0.3727
C -11.147925 11.047794 -0.582056 -0.377 -0.441 0.006 -0.3998
Cl -10.887922 10.031822 0.853279 0.524 -0.203 0.308 -0.0519
H -12.396763 12.471023 0.586583 -0.138 -0.677 -0.137 0.1752
H -10.758935 12.939776 0.488861 0.373 -0.370 -0.320 0.2354
H -10.313686 11.080557 -1.282826 0.443 0.098 0.611 0.2427
H -11.884250 10.457056 -1.126998 -0.546 0.812 -0.010 0.2326
Cl -16.336032 8.409174 6.427447 -0.671 -0.797 0.097 -0.0456
C -15.235173 9.622320 5.780477 0.165 -0.636 0.345 -0.3961
C -14.300209 9.960157 6.907985 0.619 1.948 0.150 -0.3500
Cl -13.348859 11.411070 6.311022 0.069 -0.247 0.210 -0.1097
H -15.858612 10.466093 5.484742 0.421 0.001 0.010 0.2208
H -14.721345 9.172538 4.930907 0.003 0.348 0.032 0.2167
H -13.550183 9.260878 7.277545 -0.363 -0.354 -0.593 0.2326
H -14.822240 10.351228 7.781276 -0.197 -0.211 -0.171 0.2325
```
Forces are in eV/Å.

## Properties
Max |F| = 3.6 eV/Å
Spin multiplicity = 1
Charge = +1
E_HOMO = -12.16 eV
LUMO energy = -0.2640 hartree
HOMO-LUMO gap = 0.1827 Eh
Relative energy (zero: lowest compared OMol25 entry of this formula, charge and spin) = 39.4 kcal per mole


[2]
The following is a DFT calculation (wB97M-V/def2-TZVPD) of a structure of composition C24H25F3N4O3PbS4.

The geometry in XYZ format:
```
64
Properties=species:S:1:pos:R:3:forces:R:3:nbo_charge:R:1
Pb -0.165994 -0.565345 -1.244409 -0.087 0.064 -0.030 1.2390
N -2.868979 -0.838993 3.098971 -0.012 0.085 -0.041 -0.6188
C -2.067684 -0.319475 4.140378 0.005 -0.033 0.008 0.2244
C -2.611238 0.369070 5.213267 0.008 -0.011 -0.010 -0.2697
C -1.773856 0.846918 6.212080 0.017 0.009 0.015 -0.1969
C -0.400375 0.677409 6.115596 -0.011 0.011 0.009 -0.2250
C 0.142145 0.021957 5.018428 -0.008 -0.020 -0.023 -0.1873
C -0.694032 -0.505239 4.045256 -0.062 0.019 0.023 -0.2708
S -0.094186 -1.436028 2.676539 0.056 -0.002 -0.049 0.5076
N -1.184638 -0.929252 1.464620 -0.092 0.035 0.094 -0.6136
C -2.401988 -0.743893 1.794768 0.052 -0.041 0.005 0.4089
C -3.395568 -0.406354 0.727935 0.049 -0.025 0.008 0.1428
C -4.606083 0.209056 1.017390 -0.054 0.035 0.008 -0.2393
C -5.488398 0.472880 -0.020582 0.012 -0.009 -0.020 -0.1567
C -5.130241 0.120990 -1.306902 0.006 0.011 0.003 -0.2397
C -3.886622 -0.466164 -1.506611 0.039 0.004 -0.014 0.0605
N -3.039516 -0.724862 -0.518598 -0.044 -0.033 0.022 -0.4140
H -3.860355 -0.719125 3.222437 0.011 -0.008 -0.002 0.3960
H -3.683260 0.517519 5.276259 -0.001 -0.002 -0.002 0.2104
H -2.197739 1.363413 7.062850 -0.005 -0.001 -0.001 0.2179
H 0.249150 1.059779 6.891303 0.005 -0.001 -0.002 0.2188
H 1.213178 -0.106037 4.923050 0.003 0.003 0.005 0.2234
H -4.865583 0.515787 2.021498 0.033 -0.016 0.010 0.2107
H -6.437321 0.951865 0.181116 -0.002 0.004 -0.004 0.2228
H -5.786223 0.302892 -2.146392 0.001 -0.004 -0.003 0.2282
H -3.545603 -0.746375 -2.497593 -0.011 -0.005 -0.003 0.2255
F 5.485482 -3.954176 0.018226 0.019 0.002 -0.005 -0.3330
C 4.161370 -3.687199 0.031830 -0.003 0.029 -0.007 0.9839
F 3.538034 -4.832632 -0.267472 -0.019 -0.023 -0.012 -0.3111
F 3.852516 -3.379607 1.305335 -0.001 0.002 0.026 -0.3220
C 3.820635 -2.567677 -0.913482 -0.002 -0.024 0.009 -0.2417
C 4.827960 -1.942184 -1.619564 0.010 0.010 -0.005 -0.1066
C 4.534410 -0.881404 -2.468632 -0.014 -0.021 0.006 -0.3097
C 3.215585 -0.488088 -2.560915 0.005 0.010 -0.022 0.0790
N 2.238175 -1.082920 -1.884608 -0.003 -0.145 0.089 -0.5780
C 2.486957 -2.127112 -1.064822 -0.102 0.036 -0.058 0.1080
S 1.114145 -2.803329 -0.251738 0.114 0.064 -0.079 -0.3243
H 5.847441 -2.283363 -1.504933 0.002 -0.002 0.001 0.2339
H 5.304022 -0.383294 -3.039349 0.003 0.001 0.002 0.2250
H 2.907854 0.327337 -3.205952 -0.007 0.005 0.003 0.2121
C 0.488411 3.341626 -1.886051 0.002 -0.003 0.001 -0.2540
O -0.153400 2.596029 -0.870901 0.017 -0.028 0.004 -0.5306
C 0.315159 2.882924 0.429969 0.007 0.034 0.018 -0.0807
C 1.672592 2.297403 0.751827 -0.035 0.003 0.002 -0.0885
O 1.582559 0.891389 0.760185 0.035 -0.017 -0.027 -0.5485
C 2.793851 0.279827 1.166201 -0.017 0.013 0.046 -0.2552
H 0.411802 4.416474 -1.684623 0.005 0.002 -0.002 0.1664
H -0.016996 3.108905 -2.819894 -0.003 0.008 0.002 0.2112
H 1.545720 3.075591 -1.987125 -0.002 -0.001 -0.003 0.1652
H -0.419723 2.459716 1.117250 0.007 -0.011 0.005 0.2005
H 0.355132 3.969300 0.587394 -0.016 -0.001 -0.001 0.1709
H 1.973843 2.662265 1.744011 0.012 -0.009 -0.002 0.1758
H 2.435877 2.629275 0.034793 -0.003 -0.004 -0.003 0.1700
H 3.101024 0.654018 2.149643 0.009 0.010 -0.007 0.1689
H 3.594538 0.477861 0.443554 0.004 -0.011 -0.005 0.1697
H 2.611570 -0.789447 1.236505 -0.003 0.004 -0.005 0.2208
C -0.990713 -0.225644 -6.775449 0.072 -0.052 -0.036 -0.2640
O -1.268596 -1.136731 -5.709465 -0.040 0.110 0.124 -0.5059
C -0.827420 -0.859659 -4.481013 0.091 -0.050 -0.034 0.0525
S 0.056881 0.539158 -4.159499 -0.118 -0.108 0.013 -0.2932
S -1.236605 -2.066706 -3.345616 0.120 0.100 -0.051 -0.2626
H -1.530147 -0.624891 -7.629613 0.013 0.019 -0.013 0.1963
H 0.080059 -0.194951 -6.976424 -0.013 -0.006 0.000 0.1959
H -1.329018 0.779531 -6.532223 -0.057 -0.012 0.019 0.1986
```
Forces are in eV/Å.

## Properties
Max |F| = 0.2 eV/Å
Spin multiplicity = 1
Charge = 0
E_HOMO = -7.60 eV
LUMO energy = -0.0053 hartree
HOMO-LUMO gap = 0.2738 Eh
Relative energy (zero: lowest compared OMol25 entry of this formula, charge and spin) = 0.0 kcal per mole